A 8-piece molecular cluster, CH19NO7 overall at a distorted geometry, computed with ωB97M-V with the def2-TZVPD basis set.

The geometry in ORCA input format:
```
! wB97M-V def2-TZVPD RIJCOSX def2/J DEFGRID3
* xyz 0 1
O 0.870 2.116 1.498
O -0.422 -2.456 1.585
O 0.659 -0.615 -2.740
O 2.248 -0.820 -0.687
O -0.935 -1.996 -0.769
O 1.098 1.907 -1.494
O 2.248 -0.805 1.813
N -2.035 1.073 -0.384
C -2.563 1.309 0.912
H 1.055 1.184 -2.063
H 1.282 -0.549 1.773
H -1.243 -1.285 -0.071
H -3.454 0.644 1.101
H 2.655 -0.724 -1.643
H 0.223 -2.895 1.082
H -0.148 -0.277 -2.332
H 2.433 -0.535 0.818
H -2.339 1.679 -1.054
H 1.648 1.468 1.473
H 0.628 -0.445 -3.662
H -2.808 2.247 1.105
H 1.521 -1.566 -0.850
H 0.013 -1.922 2.345
H 1.430 1.559 -0.647
H -1.814 1.058 1.738
H -0.974 1.294 -0.291
H -1.677 -2.547 -0.867
H 0.401 1.898 2.312
*
```

Calculated values
Energy above the lowest of the compared OMol25 structures with the same formula, charge and spin in eV: 0.999
Gap between HOMO and LUMO in hartree: 0.359
Highest occupied orbital energy in hartree: -0.35166
Electronic energy in Eh: -630.8425
F_max in eV Å⁻¹: 5.6

A single C5H12N4 molecule at a distorted geometry, computed with ωB97M-V with the def2-TZVPD basis set.

The geometry in ORCA input format:
```
! wB97M-V def2-TZVPD RIJCOSX def2/J DEFGRID3
* xyz 0 1
N 0.011 1.273 1.968
N 0.105 0.768 -0.359
N -1.393 -2.419 -0.376
N -0.533 -0.825 1.199
C -0.420 -1.820 0.168
C 0.950 -2.431 0.068
C -0.247 0.381 0.952
C -0.989 0.873 -1.310
C 1.097 1.813 -0.504
H 0.933 -3.234 -0.645
H 1.675 -1.679 -0.236
H 0.697 2.817 -0.340
H -1.614 -0.013 -1.248
H 1.906 1.632 0.192
H -0.283 0.940 2.873
H -0.578 0.915 -2.319
H 1.246 -2.824 1.034
H -2.296 -1.967 -0.232
H -0.153 2.249 1.779
H -1.607 1.759 -1.134
H 1.493 1.791 -1.531
*
```

Calculated values
Energy above the lowest of the compared OMol25 structures with the same formula, charge and spin in eV: 0.594
Gap between HOMO and LUMO in hartree: 0.353
Highest occupied orbital energy in hartree: -0.32638
Electronic energy in Eh: -416.7236
F_max in eV Å⁻¹: 1.7

A 2-piece molecular cluster, C4H7NO2 overall at a distorted geometry, computed with ωB97M-V with the def2-TZVPD basis set.

The geometry in ORCA input format:
```
! wB97M-V def2-TZVPD RIJCOSX def2/J DEFGRID3
* xyz 0 1
O -1.756 0.084 -0.674
O 2.354 -1.071 1.461
N -2.851 -0.152 0.133
C 1.918 -0.038 -0.822
C 1.834 -0.562 0.529
C 0.965 0.832 0.010
C -0.135 0.087 0.469
H -0.637 0.350 1.395
H -0.429 -0.867 -0.004
H 1.191 1.849 0.299
H 2.889 0.381 -1.075
H -3.455 0.667 0.128
H -3.364 -0.966 -0.202
H 1.477 -0.594 -1.647
*
```

Calculated values
Energy above the lowest of the compared OMol25 structures with the same formula, charge and spin in eV: 7.465
Gap between HOMO and LUMO (alpha / beta) in hartree: 0.259 / 0.260
Highest occupied orbital energy (alpha / beta) in hartree: -0.26745 / -0.26765
Electronic energy in Eh: -361.6065
F_max in eV Å⁻¹: 3.0

A 4-piece molecular cluster, C3H13NO3 overall at a distorted geometry, computed with ωB97M-V with the def2-TZVPD basis set.

The geometry in ORCA input format:
```
! wB97M-V def2-TZVPD RIJCOSX def2/J DEFGRID3
* xyz 0 1
O 1.421 1.236 1.659
O -1.345 -4.976 0.405
O 2.775 -2.716 0.881
N -1.511 2.357 0.696
C -0.257 1.556 -1.290
C 0.104 1.801 -2.547
C -1.564 2.105 -0.760
H 0.649 1.774 1.444
H 3.549 -2.728 0.306
H -2.302 -4.987 0.535
H 2.827 -1.837 1.272
H 1.036 0.555 2.226
H -0.527 2.518 -3.058
H -2.340 1.374 -0.981
H 0.253 0.860 -0.635
H -0.603 2.749 0.891
H 0.997 1.363 -2.960
H -1.119 -5.855 0.740
H -2.208 3.032 0.971
H -1.761 3.037 -1.296
*
```

Calculated values
Energy above the lowest of the compared OMol25 structures with the same formula, charge and spin in eV: 1.613
Gap between HOMO and LUMO in hartree: 0.383
Highest occupied orbital energy in hartree: -0.35250
Electronic energy in Eh: -402.5212
F_max in eV Å⁻¹: 1.2

C3H8HgO2 as an isolated structure at a distorted geometry, computed with ωB97M-V with the def2-TZVPD basis set.

The geometry in ORCA input format:
```
! wB97M-V def2-TZVPD RIJCOSX def2/J DEFGRID3
* xyz 0 1
Hg 1.355 0.224 -0.007
O 2.715 -0.970 -0.023
O -1.689 -0.552 0.048
C -0.276 1.470 -0.001
C -1.656 0.857 -0.196
C -2.320 -1.299 -0.954
H -3.389 -1.033 -1.038
H -2.234 -2.362 -0.696
H -2.398 1.283 0.500
H -2.026 1.047 -1.220
H 2.859 -1.706 0.569
H -1.855 -1.143 -1.944
H -0.258 2.016 0.960
H -0.124 2.225 -0.795
*
```

Calculated values
Gap between HOMO and LUMO in hartree: 0.389
Highest occupied orbital energy in hartree: -0.35841
Electronic energy in Eh: -422.9263
F_max in eV Å⁻¹: 5.8

Record order is preserved below.
M: 157.16; 128.18; 101.10; 111.14; 276.68 u